(1)
Entry from OMol25: C29H71HgN4O11S2 as an isolated structure (ωB97M-V/def2-TZVPD).

Output
expectation value of S² = 0.75
spin multiplicity = 2
charge = +2
LUMO (spin up / spin down) = -0.1752 / -0.3753 hartree

Geometry as XYZ:
```
118
Properties=species:S:1:pos:R:3:lowdin_charge:R:1
Hg -0.935 -3.270 0.355 1.289
C -1.277 0.703 -1.383 0.017
C -1.202 -0.640 -0.676 -0.748
O -0.124 -1.060 -0.235 -0.092
O -2.175 -1.399 -0.617 -0.076
H -0.739 0.679 -2.330 0.086
H -0.908 1.559 -0.819 0.054
H -2.279 0.873 -1.778 0.063
C -4.248 1.357 3.388 -0.024
C -3.531 2.311 2.427 -0.542
C -3.161 1.748 1.062 -0.039
O -4.123 3.540 2.368 -0.010
H -5.311 1.275 3.163 0.086
H -4.323 1.847 4.359 0.085
H -3.786 0.371 3.432 0.057
H -2.586 2.533 2.922 0.119
H -4.032 1.353 0.539 0.086
H -2.523 0.891 1.276 0.051
H -2.555 2.411 0.445 0.071
H -3.429 4.123 2.051 0.096
C 0.458 1.115 2.646 -0.035
C 1.925 0.622 2.420 -0.397
C 2.866 1.636 3.036 -0.233
O 4.201 1.607 2.697 -0.149
C 4.510 2.001 1.376 -0.078
N 2.061 -0.743 2.937 0.062
H 0.310 2.130 2.278 0.062
H 0.280 1.252 3.713 0.085
H -0.261 0.451 2.167 0.054
H 2.112 0.560 1.348 0.118
H 2.781 1.499 4.114 0.140
H 2.536 2.650 2.812 0.116
H 5.596 2.000 1.285 0.104
H 4.041 2.949 1.112 0.060
H 4.252 1.225 0.654 0.059
H 2.977 -1.075 2.670 0.087
H 2.187 -0.612 3.930 0.090
C -0.531 -2.297 4.734 -0.043
C -1.002 -2.838 3.414 -0.378
C -2.268 -2.108 2.939 -0.233
O -2.725 -2.840 1.884 -0.295
C -4.152 -2.754 1.712 -0.039
N 0.084 -2.760 2.412 0.018
H -1.284 -2.285 5.523 0.089
H -0.293 -1.241 4.610 0.074
H 0.245 -2.877 5.234 0.092
H -1.289 -3.887 3.344 0.149
H -2.115 -1.085 2.594 0.116
H -2.968 -2.118 3.774 0.136
H -4.587 -3.491 1.037 0.094
H -4.564 -1.780 1.447 0.100
H -4.560 -3.200 2.620 0.100
H 0.807 -3.314 2.850 0.081
H 0.572 -1.876 2.384 0.030
C 3.731 7.003 -0.954 0.022
C 2.549 6.883 -0.004 -0.334
C 2.228 5.419 0.372 -0.163
O 1.729 4.722 -0.775 -0.172
C 1.410 3.354 -0.533 -0.056
N 2.784 7.757 1.092 0.356
H 3.489 6.431 -1.850 0.119
H 4.649 6.562 -0.566 0.109
H 3.827 8.057 -1.217 0.103
H 1.666 7.312 -0.479 0.180
H 1.491 5.385 1.175 0.136
H 3.097 4.851 0.704 0.111
H 1.325 2.806 -1.471 0.090
H 0.474 3.375 0.026 0.085
H 2.191 2.915 0.087 0.059
H 3.434 7.389 1.772 0.166
H 3.104 8.682 0.845 0.163
C 0.422 -4.343 -3.787 -0.038
C 0.381 -4.503 -2.319 -0.407
C 1.482 -3.729 -1.424 -0.128
O 1.371 -3.740 0.010 -0.307
C 2.606 -3.444 0.631 -0.091
N -0.882 -4.133 -1.838 0.026
H -0.145 -5.046 -4.396 0.105
H 1.489 -4.380 -4.009 0.094
H 0.116 -3.349 -4.114 0.080
H 0.429 -5.571 -2.106 0.150
H 1.411 -2.655 -1.595 0.085
H 2.461 -4.146 -1.661 0.128
H 2.500 -3.565 1.709 0.082
H 2.942 -2.435 0.393 0.066
H 3.444 -4.062 0.309 0.103
H -1.562 -4.879 -1.867 0.115
H -1.181 -3.413 -2.479 0.076
C -6.203 -1.722 -2.237 -0.214
C -5.391 -0.384 -2.071 -0.199
C -4.658 -0.085 -3.429 -0.170
S -4.237 -1.786 -4.075 0.742
O -2.841 -2.237 -3.938 -0.373
O -4.887 -1.985 -5.388 -0.346
C -5.270 -2.744 -2.818 -0.209
H -7.000 -1.511 -2.950 0.119
H -6.673 -2.033 -1.304 0.113
H -4.668 -0.408 -1.256 0.074
H -6.056 0.423 -1.766 0.111
H -3.702 0.429 -3.328 0.075
H -5.372 0.344 -4.133 0.103
H -4.552 -3.083 -2.071 0.081
H -5.621 -3.611 -3.377 0.105
C 4.462 -1.066 -1.493 -0.214
C 5.124 -0.823 -2.835 -0.201
C 4.055 -0.660 -3.947 -0.184
S 2.455 -0.142 -3.191 0.713
O 1.504 -1.216 -3.479 -0.336
O 2.216 1.240 -3.529 -0.329
C 3.163 -0.277 -1.476 -0.225
H 5.088 -0.695 -0.682 0.115
H 4.225 -2.123 -1.369 0.098
H 5.895 -1.558 -3.065 0.120
H 5.745 0.067 -2.727 0.113
H 3.821 -1.639 -4.364 0.096
H 4.347 -0.003 -4.767 0.106
H 2.338 -0.740 -0.935 0.061
H 3.275 0.799 -1.340 0.078
```



(2)
Entry from OMol25: C29H72F6O19Zn as an isolated structure (ωB97M-V/def2-TZVPD).

Output
LUMO = -0.0102 hartree

Geometry as XYZ:
```
127
Properties=species:S:1:pos:R:3:lowdin_charge:R:1
Zn -0.794 0.777 -4.015 0.868
C 1.153 -0.479 -1.609 -0.388
O 0.054 -0.505 -0.676 -0.122
O 0.792 0.060 -2.811 -0.189
C 2.272 0.383 -0.920 -0.479
F 3.393 0.519 -1.652 0.134
F 1.846 1.703 -0.595 0.064
F 2.664 -0.173 0.211 0.151
C 0.062 -1.669 0.174 -0.228
C -1.062 -1.400 1.171 -0.056
H -1.176 -2.242 1.873 0.081
H -0.905 -0.484 1.737 0.064
H -2.053 -1.316 0.716 0.057
H 0.974 -1.823 0.766 0.109
H -0.133 -2.582 -0.429 0.114
H 1.455 -1.543 -1.663 0.146
C -2.023 3.184 -3.869 -0.338
O -1.055 2.710 -2.916 -0.168
O -2.256 2.065 -4.719 -0.226
C -3.279 3.659 -3.029 -0.520
F -3.626 2.943 -1.922 0.118
F -3.032 4.907 -2.585 0.121
F -4.378 3.821 -3.788 0.140
C -0.279 3.604 -2.117 -0.213
C -0.791 3.481 -0.674 -0.058
H -1.839 3.762 -0.615 0.045
H -0.735 2.456 -0.302 0.071
H -0.276 4.120 0.055 0.084
H -0.350 4.676 -2.344 0.126
H 0.764 3.296 -2.218 0.098
H -1.637 4.062 -4.419 0.161
C -5.931 0.603 2.215 -0.052
C -4.906 -0.515 1.979 -0.466
C -4.607 -1.313 3.220 -0.049
O -5.407 -1.311 0.879 -0.074
H -5.570 1.319 2.969 0.069
H -6.916 0.280 2.569 0.084
H -6.050 1.231 1.329 0.080
H -3.967 -0.083 1.593 0.126
H -3.828 -2.042 3.000 0.075
H -5.465 -1.871 3.623 0.091
H -4.228 -0.616 3.970 0.083
H -6.181 -1.762 1.218 0.097
C 3.560 4.371 -1.037 -0.057
C 4.209 4.295 0.352 -0.522
C 5.637 3.804 0.245 -0.056
O 4.319 5.523 1.010 -0.039
H 2.536 4.755 -1.004 0.066
H 3.605 3.419 -1.587 0.066
H 4.148 5.099 -1.616 0.084
H 3.631 3.585 0.967 0.121
H 5.790 2.817 -0.212 0.086
H 6.105 3.901 1.224 0.080
H 6.128 4.551 -0.401 0.087
H 3.524 6.031 1.172 0.092
C -2.173 2.237 3.185 -0.050
C -2.257 3.742 3.175 -0.513
C -3.390 4.205 2.316 -0.055
O -2.478 4.036 4.548 -0.055
H -3.135 1.915 3.585 0.073
H -1.376 1.903 3.848 0.071
H -2.006 1.863 2.168 0.075
H -1.333 4.275 2.930 0.136
H -3.489 5.291 2.295 0.082
H -4.311 3.766 2.682 0.074
H -3.329 3.898 1.260 0.072
H -2.474 4.992 4.679 0.092
C 1.531 -7.521 2.166 -0.208
C 1.462 -6.578 0.922 -0.186
O 0.951 -5.299 1.326 -0.116
O 2.635 -7.251 3.034 -0.070
H 1.656 -8.508 1.717 0.113
H 0.655 -7.497 2.817 0.125
H 0.767 -7.049 0.204 0.122
H 2.409 -6.435 0.411 0.122
H 0.121 -5.207 0.852 0.102
H 2.317 -6.616 3.672 0.042
C -3.586 0.045 -2.275 -0.165
C -4.331 -1.260 -2.334 -0.210
O -3.897 -2.143 -1.275 -0.085
O -2.153 -0.089 -2.609 -0.098
H -3.686 0.490 -1.280 0.125
H -4.065 0.685 -3.008 0.112
H -4.216 -1.765 -3.302 0.124
H -5.396 -1.061 -2.175 0.125
H -4.509 -2.114 -0.544 0.022
H -1.621 -0.048 -1.809 0.062
C 1.958 1.666 3.058 -0.237
C 1.858 0.192 3.551 -0.254
O 2.613 -0.093 4.688 -0.059
O 1.214 2.548 3.840 -0.058
H 1.554 1.674 2.046 0.097
H 2.999 2.026 2.954 0.127
H 2.218 -0.423 2.724 0.097
H 0.859 -0.173 3.804 0.118
H 2.172 0.238 5.468 0.085
H 1.762 2.864 4.554 0.086
C 1.869 -4.416 -3.608 -0.262
C 0.981 -4.714 -2.400 -0.256
O 0.258 -5.917 -2.485 -0.060
O 1.120 -4.225 -4.764 -0.050
H 2.541 -5.251 -3.831 0.128
H 2.482 -3.528 -3.416 0.119
H 0.292 -3.858 -2.333 0.107
H 1.534 -4.788 -1.457 0.111
H -0.387 -5.853 -3.206 0.096
H 0.730 -3.355 -4.635 0.084
C 3.717 -3.954 2.935 -0.241
C 2.526 -3.630 3.875 -0.200
O 1.560 -4.689 3.984 -0.091
O 3.439 -3.841 1.564 -0.059
H 4.117 -4.922 3.285 0.117
H 4.478 -3.199 3.154 0.117
H 1.975 -2.716 3.587 0.106
H 2.948 -3.466 4.872 0.120
H 1.094 -4.718 3.146 0.037
H 2.566 -4.216 1.402 0.031
C 2.953 2.155 -5.040 -0.230
C 1.885 1.236 -5.638 -0.186
O 0.559 1.648 -5.293 -0.097
O 3.087 3.389 -5.716 -0.037
H 3.862 1.561 -5.073 0.124
H 2.692 2.255 -3.972 0.119
H 2.144 0.250 -5.293 0.110
H 1.878 1.175 -6.734 0.136
H 0.164 2.104 -6.044 0.119
H 2.547 4.015 -5.226 0.086
```



(3)
Entry from OMol25: C29H72N5O14V as an isolated structure (ωB97M-V/def2-TZVPD).

Output
relative energy (zero: lowest compared OMol25 entry of this formula, charge and spin) = 13.5 kcal per mole
LUMO = 0.0081 hartree

Geometry as XYZ:
```
121
Properties=species:S:1:pos:R:3:lowdin_charge:R:1
O 1.382 -1.165 -0.358 -0.307
V -0.198 -1.322 -0.277 0.894
O -0.759 0.029 0.386 -0.324
O -0.778 -2.911 -3.961 0.155
C -0.522 -2.394 -2.757 -0.777
O -0.305 -3.132 -1.782 -0.040
O -0.590 -1.154 -2.526 -0.036
H -0.774 -2.185 -4.602 0.134
C 1.324 -4.921 4.754 -0.095
O 1.193 -4.024 3.673 -0.211
C 0.958 -4.706 2.456 -0.228
C 0.810 -3.767 1.282 -0.155
N -0.021 -2.562 1.583 -0.080
C -1.390 -2.827 2.074 -0.157
C -2.386 -3.239 0.996 -0.175
O -2.408 -2.155 0.073 -0.267
C -3.485 -2.262 -0.844 -0.059
H 0.438 -5.519 4.981 0.093
H 1.491 -4.302 5.637 0.091
H 2.194 -5.572 4.648 0.093
H 0.085 -5.368 2.539 0.114
H 1.823 -5.360 2.283 0.123
H 0.262 -4.193 0.439 0.098
H 1.811 -3.439 1.002 0.120
H 0.449 -2.102 2.386 0.063
H -1.693 -1.868 2.500 0.127
H -1.427 -3.491 2.943 0.126
H -3.377 -3.435 1.415 0.134
H -2.108 -4.150 0.452 0.129
H -3.288 -1.604 -1.687 0.090
H -4.416 -2.021 -0.326 0.101
H -3.605 -3.272 -1.252 0.102
C 3.563 3.124 2.186 -0.092
O 2.941 3.375 0.939 -0.201
C 2.055 2.334 0.554 -0.210
C 1.622 2.521 -0.900 -0.176
N 1.499 3.933 -1.293 -0.043
C 0.232 4.505 -0.822 -0.206
C 0.215 5.991 -1.174 -0.223
O 1.211 6.603 -0.380 -0.190
C 1.125 8.005 -0.363 -0.120
H 4.187 2.234 2.080 0.074
H 2.808 3.005 2.969 0.084
H 4.207 3.972 2.406 0.088
H 1.196 2.469 1.226 0.117
H 2.483 1.337 0.704 0.110
H 0.649 2.101 -1.150 0.085
H 2.350 2.009 -1.536 0.108
H 2.203 4.482 -0.805 0.090
H 0.131 4.464 0.273 0.123
H -0.615 3.955 -1.236 0.101
H -0.784 6.377 -0.947 0.116
H 0.483 6.080 -2.231 0.126
H 1.413 8.458 -1.315 0.087
H 1.687 8.445 0.458 0.084
H 0.086 8.305 -0.174 0.081
C 3.946 0.033 -4.077 -0.126
O 3.776 -1.354 -4.225 -0.171
C 3.180 -1.880 -3.053 -0.231
C 3.151 -3.396 -3.108 -0.205
N 2.586 -3.958 -1.862 -0.029
C 2.819 -5.408 -1.960 -0.209
C 2.109 -6.245 -0.916 -0.239
O 0.738 -6.255 -1.222 -0.183
C -0.048 -6.930 -0.261 -0.094
H 2.989 0.559 -3.970 0.086
H 4.460 0.418 -4.959 0.086
H 4.545 0.302 -3.198 0.086
H 2.167 -1.492 -2.887 0.105
H 3.743 -1.605 -2.154 0.122
H 4.148 -3.805 -3.290 0.117
H 2.583 -3.783 -3.967 0.122
H 1.588 -3.797 -1.972 0.062
H 3.895 -5.571 -1.893 0.121
H 2.413 -5.792 -2.907 0.125
H 2.296 -5.918 0.117 0.106
H 2.544 -7.255 -0.976 0.124
H -1.012 -7.123 -0.721 0.095
H -0.118 -6.376 0.681 0.055
H 0.452 -7.868 0.014 0.091
C -8.356 5.978 -3.149 -0.129
O -7.234 5.401 -2.532 -0.194
C -7.455 5.155 -1.149 -0.230
C -6.162 4.992 -0.365 -0.214
N -5.420 3.805 -0.785 -0.056
C -4.111 3.741 -0.164 -0.215
C -3.362 2.523 -0.709 -0.243
O -3.063 2.735 -2.063 -0.196
C -2.160 1.799 -2.606 -0.091
H -8.232 6.051 -4.226 0.085
H -8.461 7.007 -2.778 0.086
H -9.301 5.475 -2.923 0.086
H -8.046 4.233 -1.109 0.127
H -8.003 6.003 -0.725 0.117
H -6.488 4.855 0.668 0.120
H -5.543 5.887 -0.509 0.122
H -5.331 3.865 -1.794 0.110
H -4.172 3.566 0.912 0.121
H -3.475 4.613 -0.361 0.116
H -3.981 1.629 -0.565 0.124
H -2.441 2.379 -0.129 0.112
H -1.226 1.855 -2.042 0.060
H -2.080 1.935 -3.680 0.095
H -2.562 0.790 -2.439 0.072
C 2.484 0.246 5.059 -0.057
C 1.872 -0.136 3.697 -0.383
C 2.887 -0.908 2.856 -0.215
O 4.036 -0.124 2.676 -0.218
C 5.185 -0.839 2.256 -0.078
N 0.696 -0.995 3.899 0.054
H 2.764 -0.609 5.679 0.079
H 1.841 0.919 5.630 0.076
H 3.409 0.803 4.884 0.074
H 1.706 0.820 3.198 0.123
H 2.452 -1.114 1.868 0.104
H 3.120 -1.874 3.327 0.129
H 5.494 -1.455 3.107 0.090
H 5.950 -0.159 1.895 0.089
H 4.914 -1.505 1.428 0.090
H 1.048 -1.900 4.209 0.060
H 0.219 -0.634 4.720 0.091
```



(4)
Entry from OMol25: C29H74LiN4O17P as an isolated structure (ωB97M-V/def2-TZVPD).

Output
relative energy (zero: lowest compared OMol25 entry of this formula, charge and spin) = 6.0 kcal per mole
charge = +2
LUMO = -0.1851 hartree

Geometry as XYZ:
```
126
Properties=species:S:1:pos:R:3:lowdin_charge:R:1
C -4.600 1.360 -0.490 -0.010
N -3.418 2.260 -0.313 -0.342
C -2.145 1.682 -0.775 0.021
C -3.807 3.433 -1.173 0.001
C -3.280 2.751 1.099 -0.095
C -4.355 3.733 1.717 -0.269
O -4.055 3.739 3.054 -0.082
H -5.026 0.892 -1.567 0.200
H -5.561 1.564 -0.004 0.101
H -4.218 0.484 0.061 0.079
H -2.299 1.205 -1.609 0.047
H -1.811 0.904 0.050 0.137
H -1.426 2.492 -0.823 0.122
H -3.040 4.157 -1.279 0.105
H -4.677 4.013 -0.812 0.117
H -4.006 3.120 -2.178 0.100
H -2.118 3.168 1.363 0.198
H -3.543 1.913 1.671 0.087
H -5.446 3.261 1.796 0.160
H -4.619 4.807 1.354 0.160
H -4.289 2.818 3.336 0.116
C -1.313 -0.869 -4.232 -0.021
N -0.634 -2.033 -4.834 -0.360
C -1.597 -3.190 -4.580 0.026
C -0.430 -1.825 -6.275 -0.006
C 0.635 -2.212 -4.070 -0.142
C 1.850 -1.438 -4.460 -0.194
O 2.983 -1.559 -3.481 -0.097
H -1.704 -1.038 -3.196 0.097
H -2.260 -0.745 -4.935 0.145
H -0.766 0.019 -4.407 0.061
H -2.378 -2.939 -5.242 0.068
H -2.074 -3.241 -3.622 0.098
H -1.063 -4.171 -4.891 0.155
H -1.390 -2.245 -6.840 0.143
H 0.416 -2.515 -6.555 0.119
H -0.266 -0.689 -6.579 0.159
H 0.680 -3.207 -3.876 0.109
H 0.701 -1.790 -3.107 0.091
H 1.792 -0.416 -4.807 0.111
H 2.154 -2.110 -5.365 0.134
H 2.645 -1.154 -2.628 -0.014
C -0.945 -4.124 3.023 0.023
N -1.817 -3.013 2.623 -0.297
C -3.199 -3.464 2.954 0.042
C -1.300 -1.797 3.356 0.018
C -1.653 -2.736 1.119 -0.032
C -2.698 -1.722 0.532 -0.245
O -2.559 -1.588 -0.847 -0.096
H -1.160 -4.436 4.019 0.118
H 0.089 -3.845 2.680 0.157
H -1.216 -4.827 2.380 0.064
H -3.807 -4.031 2.215 0.157
H -3.720 -2.563 3.265 0.115
H -3.148 -3.807 3.837 0.028
H -1.275 -2.104 4.380 0.101
H -2.038 -1.139 3.439 0.017
H -0.329 -1.203 3.115 0.158
H -1.589 -3.544 0.546 0.104
H -0.693 -2.456 0.918 0.080
H -2.851 -0.965 0.993 -0.010
H -3.619 -2.238 0.740 0.112
H -1.634 -1.103 -0.919 -0.031
C 1.631 2.940 3.959 0.038
N 0.248 2.500 3.724 -0.304
C -0.599 3.768 3.805 0.004
C 0.042 2.008 2.330 -0.019
C -0.080 1.505 4.744 -0.091
C -1.632 1.264 4.781 -0.196
O -1.823 0.151 5.636 -0.001
H 1.662 3.645 4.637 0.067
H 2.085 3.563 3.144 0.157
H 2.225 2.195 3.987 0.043
H -0.290 4.641 3.249 0.114
H -0.550 4.377 4.821 0.173
H -1.563 3.603 3.537 0.019
H 0.335 2.685 1.683 0.045
H -1.026 1.534 2.158 0.115
H 0.641 1.112 1.938 0.107
H 0.321 1.681 5.751 0.159
H 0.495 0.576 4.448 0.155
H -1.927 0.973 3.764 0.089
H -2.124 2.196 5.365 0.182
H -2.595 -0.155 5.418 -0.009
Li 2.749 0.428 0.168 0.601
P 0.837 -0.337 -0.713 -0.193
O 0.929 1.065 -0.256 -0.414
O 2.151 -0.407 -1.411 -0.357
O -0.427 -0.706 -1.327 -0.255
O 1.314 -0.760 0.628 -0.430
C 1.717 2.161 -3.287 -0.072
O 0.594 2.932 -3.414 0.019
C -0.337 2.743 -4.404 -0.584
O -0.132 2.001 -5.331 0.098
O -1.372 3.572 -4.285 0.000
C -2.498 3.397 -5.377 0.081
H 2.296 2.301 -2.446 0.078
H 2.438 2.136 -4.132 0.136
H 1.438 1.270 -3.130 -0.012
H -3.169 2.304 -5.429 0.172
H -2.076 3.591 -6.281 0.054
H -3.158 3.991 -5.029 -0.008
C 4.563 -2.305 -0.206 -0.103
O 5.750 -2.939 0.150 -0.020
C 5.785 -4.362 -0.166 -0.444
O 4.832 -4.921 -0.751 0.083
O 6.932 -4.937 0.174 0.039
C 6.971 -6.338 0.032 -0.029
H 3.614 -2.615 0.355 0.121
H 4.392 -2.462 -1.233 0.082
H 4.593 -1.346 0.027 0.007
H 7.921 -6.718 0.080 0.077
H 6.764 -6.524 -1.038 0.119
H 6.373 -6.930 0.515 0.045
C 3.695 -0.721 2.812 -0.053
O 4.403 0.493 3.085 0.003
C 4.645 1.303 2.012 -0.482
O 4.685 0.937 0.832 0.074
O 5.003 2.589 2.337 0.017
C 5.151 3.514 1.299 -0.056
H 3.188 -1.121 3.789 0.125
H 4.300 -1.537 2.455 0.085
H 2.741 -0.635 2.219 0.060
H 6.043 3.177 0.696 0.139
H 5.389 4.428 1.607 0.051
H 4.439 3.849 0.631 0.080
```



Sequential max |F| output: 0.064 0.055 0.035 0.241 Eh/bohr
Sequential total energy output: -3143.25515 -4956.14468 -3419.18701 -2995.22785 Eh